Entry from the Open Molecules 2025 dataset: an isolated molecule of C15H14FNO4S (ωB97M-V/def2-TZVPD).

Cartesian coordinates (Å):
C -5.299 -0.564 0.107
O -4.517 0.228 -0.754
C -3.250 0.546 -0.373
C -2.642 0.139 0.809
C -1.342 0.519 1.098
C -0.627 1.308 0.209
N 0.700 1.711 0.431
C 1.572 1.229 1.346
O 1.309 0.464 2.250
C 2.987 1.706 1.080
S 3.416 1.025 -0.569
O 4.839 0.883 -0.673
O 2.743 1.851 -1.542
C 2.625 -0.586 -0.535
C 1.477 -0.797 -1.274
C 0.800 -1.997 -1.151
C 1.304 -2.953 -0.284
F 0.646 -4.116 -0.150
C 2.466 -2.756 0.446
C 3.131 -1.550 0.317
C -1.236 1.720 -0.977
C -2.528 1.345 -1.264
H -6.259 -0.682 -0.394
H -5.454 -0.075 1.074
H -4.851 -1.550 0.265
H -3.167 -0.477 1.521
H -0.880 0.194 2.015
H 1.104 2.246 -0.332
H 3.679 1.311 1.817
H 3.069 2.787 1.006
H 1.125 -0.023 -1.937
H -0.105 -2.192 -1.703
H 2.823 -3.531 1.105
H 4.038 -1.352 0.865
H -0.684 2.334 -1.674
H -3.008 1.657 -2.178

The spin multiplicity is 1. The calculation puts the LUMO energy at 0.506 eV. The SMILES is COc1ccc(NC(=O)CS(=O)(=O)c2ccc(F)cc2)cc1. As for the maximum force: 0.89 eV/A. The calculation puts the orbital gap at 0.321 Eh. As for the HOMO energy: -0.3024 hartree.


Entry from the Open Molecules 2025 dataset: a structure of composition C15H15BF2N5O2SSn (ωB97M-V/def2-TZVPD).

Cartesian coordinates (Å):
Sn 0.085 -0.772 -0.668
O 3.478 4.636 3.424
N 3.390 4.314 2.271
O 3.860 4.882 1.310
C 2.648 3.048 1.993
C 2.566 2.168 3.010
C 1.930 0.900 2.825
C 1.828 -0.068 3.846
C 1.210 -1.272 3.589
C 0.694 -1.512 2.321
N 0.779 -0.604 1.343
C 1.391 0.593 1.578
C 1.463 1.546 0.511
N 0.894 1.193 -0.681
C 0.907 2.043 -1.711
C 1.479 3.301 -1.596
C 2.063 3.680 -0.408
C 2.082 2.787 0.692
H 2.995 2.430 3.970
H 2.239 0.141 4.826
H 1.120 -2.034 4.351
H 0.206 -2.450 2.090
H 0.448 1.718 -2.636
H 1.461 3.972 -2.443
H 2.514 4.657 -0.311
F 2.407 -1.972 -2.267
B 1.209 -2.339 -1.958
F 0.613 -3.432 -2.291
C -3.449 -2.251 -4.031
N -2.841 -1.380 -3.013
C -2.934 -1.603 -1.713
S -2.281 -0.371 -0.583
N -3.556 -2.651 -1.236
C -3.837 -2.987 0.170
H -3.263 -1.814 -5.007
H -4.529 -2.313 -3.883
H -2.998 -3.243 -4.000
H -2.527 -0.467 -3.301
H -4.018 -3.245 -1.918
H -3.068 -2.574 0.814
H -3.848 -4.069 0.261
H -4.809 -2.588 0.456

The spin multiplicity is 1. Its total charge is +3. The calculation puts the LUMO energy at -10.717 eV. As for the maximum force: 0.23 eV/A. The calculation puts the orbital gap at 0.294 Eh. As for the HOMO energy: -0.6881 hartree.


Entry from the Open Molecules 2025 dataset: a structure of composition C15H15BIMnN10 at a distorted geometry (ωB97M-V/def2-TZVPD).

Cartesian coordinates (Å):
Mn 0.360 1.250 -1.040
C 3.164 -1.613 -1.630
C 2.630 -0.395 -1.961
N 1.530 -0.194 -1.167
N 1.355 -1.272 -0.379
C 2.324 -2.138 -0.639
B 0.063 -1.348 0.548
N -1.131 -1.056 -0.447
C -2.215 -1.779 -0.716
C -2.959 -1.146 -1.712
C -2.248 -0.016 -2.027
N -1.151 0.057 -1.227
N 0.162 -0.113 1.507
C -0.036 0.048 2.821
C 0.120 1.383 3.156
C 0.407 2.008 1.960
N 0.420 1.108 0.960
N -0.031 -2.683 1.145
C -0.013 -3.233 2.413
C -0.126 -4.578 2.285
C -0.193 -4.805 0.897
N -0.169 -3.683 0.198
H 4.035 -2.081 -2.057
H 2.951 0.324 -2.697
H 2.354 -3.084 -0.119
H -2.391 -2.703 -0.187
H -3.883 -1.486 -2.149
H -2.452 0.744 -2.766
H -0.299 -0.783 3.451
H 0.043 1.821 4.137
H 0.618 3.049 1.770
H 0.110 -2.651 3.309
H -0.128 -5.307 3.077
H -0.288 -5.748 0.377
I 1.267 7.018 -1.780
C 0.260 5.367 -1.431
C -1.071 5.277 -0.962
N -1.348 3.992 -0.862
N -0.306 3.202 -1.240
C 0.668 4.010 -1.590
H -1.798 6.039 -0.712
H -2.221 3.564 -0.568
H 1.620 3.636 -1.944

The spin multiplicity is 6. Its total charge is +3. The calculation puts the LUMO energy (spin up / spin down) at -12.107 / -14.112 eV. As for the maximum force: 1.22 eV/A. The calculation puts the orbital gap (spin up / spin down) at 0.161 / 0.088 Eh. As for the HOMO energy (spin up / spin down): -0.6061 / -0.6062 hartree.


Entry from the Open Molecules 2025 dataset: a structure of composition C15H15BeNO2 at a distorted geometry (ωB97M-V/def2-TZVPD).

Cartesian coordinates (Å):
C 0.061 -1.315 -1.954
C -1.262 -1.412 -1.432
C -1.188 -2.068 -0.170
C 0.179 -2.358 0.096
C 0.954 -1.892 -1.008
Be 0.000 0.000 0.000
C -0.997 1.612 -0.936
C 0.398 1.874 -1.422
C 0.744 2.442 -2.612
N 1.312 1.307 -0.500
H -2.029 -2.270 0.496
H -2.168 -1.047 -1.916
H 0.571 -2.829 1.000
H 2.040 -1.949 -1.102
H 0.344 -0.812 -2.881
H -1.773 1.624 -1.712
H 2.299 1.432 -0.737
H -1.260 2.245 -0.069
H -0.019 2.883 -3.260
H 1.795 2.533 -2.915
O -1.599 0.020 2.319
C -0.321 0.062 2.620
O 0.562 0.050 1.646
C 0.113 0.091 4.033
C 1.477 0.181 4.362
C 1.881 0.209 5.701
C 0.930 0.143 6.722
C -0.427 0.052 6.406
C -0.837 0.028 5.070
H 2.232 0.233 3.587
H 2.933 0.281 5.947
H 1.244 0.163 7.757
H -1.164 0.000 7.198
H -1.895 -0.044 4.850

The spin multiplicity is 1. Its total charge is -2. The calculation puts the LUMO energy at 4.819 eV. As for the maximum force: 6.11 eV/A. The calculation puts the orbital gap at 0.145 Eh. As for the HOMO energy: 0.0319 hartree.